[1]
23
Properties=species:S:1:pos:R:3 method="wB97M-V/def2-TZVPD" max_force_ha_per_bohr=0.0256 e_homo_ha=-0.3161 de_lowest_kj_mol=159.0 smiles=CCCNCCCO lumo_energy_ev=1.01
C -0.53 -0.07 2.15
H 1.09 2.33 -1.50
H 1.19 -0.20 -2.56
H -0.97 0.56 1.38
H 0.07 -2.13 2.36
H -1.14 -1.83 1.11
H -1.51 -1.03 3.54
H -0.72 2.18 -3.14
C 0.88 -1.37 0.50
H -1.16 0.60 -2.57
H -0.61 -0.74 -0.76
O -1.44 -0.11 3.25
N 0.38 -0.96 -0.81
H 1.29 -2.38 0.41
C 1.12 0.09 -1.50
H 0.40 0.42 2.49
C -0.23 -1.43 1.56
H 2.13 0.15 -1.09
H -1.66 2.03 -1.69
C 0.44 1.46 -1.39
H 0.13 1.55 -0.34
C -0.83 1.58 -2.24
H 1.66 -0.70 0.85

***

[2]
23
Properties=species:S:1:pos:R:3 method="wB97M-V/def2-TZVPD" max_force_ha_per_bohr=0.0420 e_homo_ha=-0.3079 de_lowest_kj_mol=224.2 smiles=CCCCNCCO lumo_energy_ev=1.03
H 1.47 -1.59 1.08
C -0.52 2.23 0.96
H 1.44 1.08 0.24
N 1.12 0.46 0.96
H -1.44 2.71 1.33
H -0.87 1.90 0.01
H 0.51 1.38 2.74
O 0.44 3.25 0.69
C -0.93 -1.28 -1.23
H 0.89 3.53 1.50
H -0.49 -2.51 0.46
C 0.10 1.11 1.78
H -0.43 -1.80 -3.35
C 0.95 -0.91 0.40
H 0.61 -2.52 -2.11
H 0.69 -0.75 -2.61
H -1.14 -0.96 0.91
H -0.94 -0.21 -1.43
C -0.47 -1.44 0.21
H -1.89 -1.69 -1.51
H 1.58 -0.81 -0.48
C 0.07 -1.62 -2.40
H -0.75 0.43 1.86

***

[3]
23
Properties=species:S:1:pos:R:3 method="wB97M-V/def2-TZVPD" max_force_ha_per_bohr=0.1117 e_homo_ha=-0.3172 de_lowest_kj_mol=402.4 smiles=CCC[C@H](C)N(C)O lumo_energy_ev=1.01
C 0.60 0.09 0.14
C 0.90 1.24 -0.78
H 2.92 -2.58 -0.76
C -1.48 0.82 1.31
H -1.46 0.28 2.26
H 3.19 -0.82 -0.76
H -0.89 -1.34 0.76
H -3.47 0.24 0.72
N 1.16 -1.46 -0.57
H 0.74 2.20 -0.27
C -2.89 1.15 0.88
H -1.30 -0.38 -0.72
H 1.12 0.13 1.10
H -3.41 1.74 1.64
H 0.29 -2.02 -2.20
O 0.99 -1.39 -2.00
C 2.58 -1.63 -0.33
C -0.76 -0.40 0.22
H -0.91 1.73 1.47
H 1.94 1.16 -1.11
H 0.29 1.22 -1.68
H 2.73 -1.68 0.75
H -2.89 1.72 -0.05

***

[4]
23
Properties=species:S:1:pos:R:3 method="wB97M-V/def2-TZVPD" max_force_ha_per_bohr=0.0642 e_homo_ha=-0.3221 de_lowest_kj_mol=180.5 smiles=CCC[C@@H](C)NCO lumo_energy_ev=1.03
H -1.38 2.74 2.54
C -0.41 1.06 1.68
C 1.32 -0.10 -1.65
H -0.34 0.45 2.61
H -0.56 3.08 1.08
H 1.98 -0.92 -1.36
O -0.44 -2.97 -2.09
C -1.11 -2.11 -1.11
H 0.78 -0.40 -2.56
H 1.55 0.11 1.20
C 0.17 -0.05 -0.54
H -1.33 0.67 1.22
N -0.30 -1.38 -0.25
H -1.65 -1.40 -1.75
H 0.42 -3.32 -1.80
C 0.74 0.63 0.71
H 0.97 1.64 0.32
H 0.15 -1.81 0.53
H 1.87 0.83 -1.64
H -1.75 -2.84 -0.63
H 0.42 3.03 2.42
C -0.45 2.53 2.00
H -0.64 0.55 -0.94

***

[5]
23
Properties=species:S:1:pos:R:3 method="wB97M-V/def2-TZVPD" max_force_ha_per_bohr=0.0414 e_homo_ha=-0.3605 de_lowest_kj_mol=86.2 smiles="CC(N)=O.CC(C)C" lumo_energy_ev=0.72
H 1.92 -1.41 -2.22
H 0.85 -0.13 -2.77
H -1.77 -0.59 0.35
H -3.49 -0.10 0.46
C -2.01 1.38 1.14
H 2.59 0.62 -0.36
C 1.53 0.84 -0.49
O -2.54 2.47 1.09
C -2.48 0.24 0.28
H 0.18 -1.71 -2.28
H 1.36 -2.55 0.23
H 1.40 1.46 -1.38
C 0.94 -0.96 -2.08
H 1.17 1.45 0.34
H -0.27 -0.35 -0.39
H 2.41 -1.24 0.59
H 1.05 -1.20 1.42
C 1.36 -1.48 0.40
H -0.94 0.25 2.55
H -0.61 1.93 2.48
C 0.79 -0.50 -0.62
N -1.02 1.12 2.05
H -2.40 0.47 -0.78

***

[6]
23
Properties=species:S:1:pos:R:3 method="wB97M-V/def2-TZVPD" max_force_ha_per_bohr=0.0682 e_homo_ha=-0.3532 de_lowest_kj_mol=85.4 smiles=CC(C)C[C@@](C)(N)O lumo_energy_ev=0.94
C -1.61 -0.30 1.43
O -2.43 -0.76 -0.96
C -0.11 -0.60 -0.63
H -1.56 1.47 -1.37
H -2.69 -0.26 1.62
H -0.12 -1.68 -0.51
C 2.33 -0.97 -0.04
H 0.96 0.01 1.26
H 0.00 -0.32 -1.68
C -1.37 -0.01 -0.05
H -2.43 1.70 0.01
N -1.55 1.35 -0.36
H -1.24 -1.28 1.71
H -1.13 0.45 2.04
H 2.11 -1.97 0.34
C 1.51 1.38 -0.29
H 3.23 -0.61 0.46
H 2.36 1.78 0.27
H -2.42 -1.72 -0.86
C 1.16 -0.02 0.19
H 0.67 2.06 -0.13
H 1.77 1.38 -1.34
H 2.56 -1.06 -1.11

***

[7]
23
Properties=species:S:1:pos:R:3 method="wB97M-V/def2-TZVPD" max_force_ha_per_bohr=0.0294 e_homo_ha=-0.3481 de_lowest_kj_mol=131.0 smiles=CCCCCNCO lumo_energy_ev=0.93
H -0.11 -0.23 2.10
H -1.41 1.35 1.14
H 1.62 -1.50 -1.47
H -1.28 3.59 1.15
C 0.72 -1.27 0.50
H 0.85 -2.21 1.03
C -0.01 -2.86 -1.33
N 0.38 1.53 0.02
O -0.32 3.59 1.12
H 1.16 3.43 -0.22
H -1.07 -2.97 -1.08
H -1.44 0.60 -0.46
C 0.18 2.97 -0.05
C -0.47 -0.51 1.12
C -0.81 0.79 0.41
H 1.62 -0.68 0.69
H 1.03 1.39 0.79
H -0.01 -0.78 -1.46
H -0.05 -3.02 -2.41
C 0.64 -1.51 -1.00
H -0.44 3.19 -0.91
H 0.55 -3.71 -0.94
H -1.32 -1.18 1.27

***

[8]
23
Properties=species:S:1:pos:R:3 method="wB97M-V/def2-TZVPD" max_force_ha_per_bohr=0.0633 e_homo_ha=-0.2497 de_lowest_kj_mol=593.0 lumo_energy_ev=0.72
H -0.13 1.06 -2.17
H 3.29 -0.33 0.29
H 1.42 0.63 -1.45
H -2.48 0.68 -0.96
C 0.36 0.38 -1.48
H 2.15 -1.61 -0.15
O -2.30 -1.29 -1.38
H -1.15 2.46 -0.19
H 0.52 2.47 0.33
H 3.01 -1.70 1.37
H 0.25 -0.64 -1.85
H 1.66 0.25 2.10
H -2.92 -0.38 0.40
H -0.32 -1.59 0.34
C -0.46 -0.59 0.73
H -0.92 -0.47 1.69
H -0.74 1.93 1.45
H -2.25 -2.13 -0.91
N 1.40 -0.31 1.29
C -0.42 1.92 0.41
C 2.51 -1.00 0.69
C -0.23 0.52 -0.10
C -2.24 -0.25 -0.44

***

[9]
24
Properties=species:S:1:pos:R:3 method="wB97M-V/def2-TZVPD" max_force_ha_per_bohr=0.0209 e_homo_ha=-0.3339 de_lowest_kj_mol=534.0 lumo_energy_ev=0.21
H -2.11 0.63 -1.07
C -0.08 0.75 -1.36
H 0.78 0.33 -0.83
H 1.81 -0.09 3.03
H -1.24 0.71 0.33
H 0.24 -2.89 1.12
H 2.05 -0.71 1.39
H -0.21 -0.94 -2.71
C -0.12 0.15 -2.76
H 0.99 2.56 -1.93
H -0.97 0.53 -3.32
H -1.39 -2.48 1.76
C 0.08 2.27 -1.40
H 0.12 2.68 -0.39
H 0.79 0.39 -3.32
H 1.94 -1.86 2.72
C -0.47 -2.09 1.32
C 1.56 -0.90 2.35
H -0.77 2.73 -1.93
C 0.09 -1.02 2.17
O -0.76 -0.35 2.89
O -0.28 0.87 2.18
H -0.77 -1.58 0.39
N -1.27 0.31 -0.61

***

[10]
24
Properties=species:S:1:pos:R:3 method="wB97M-V/def2-TZVPD" max_force_ha_per_bohr=0.1065 e_homo_ha="-0.5052 / -0.4845" de_lowest_kj_mol=323.5 multiplicity=2 total_charge=+1 lumo_energy_ev="-2.92 / -9.75"
H -2.57 -2.43 1.08
N -1.67 0.08 0.52
C 0.91 1.17 -1.98
H 1.00 -1.08 -2.17
H 0.90 3.31 -1.11
H -1.76 1.03 0.21
H 2.76 1.69 -1.47
H -1.16 -3.62 0.77
H -0.30 -0.47 -1.00
C 0.69 -0.33 -1.45
O -0.09 0.53 2.13
H 1.49 -0.56 -0.71
H 0.63 1.40 -3.11
H 0.23 -2.09 2.51
H -1.66 -3.14 2.30
H -2.12 -0.65 0.02
C -1.57 -2.80 1.28
C 0.40 2.21 -0.98
H 0.49 -2.02 0.85
C -0.70 -0.27 1.42
H -0.58 2.17 -1.03
C -0.37 -1.74 1.58
O 2.28 1.29 -2.14
H 0.59 1.82 0.07

***

[11]
25
Properties=species:S:1:pos:R:3 method="wB97M-V/def2-TZVPD" max_force_ha_per_bohr=0.1152 e_homo_ha=-0.3470 de_lowest_kj_mol=406.6 lumo_energy_ev=0.54
C -0.43 1.01 0.50
H -3.35 -0.49 -0.40
H -1.79 -2.03 0.44
H -0.20 0.78 1.43
H -1.84 -0.22 -2.24
H 3.84 -1.92 0.91
C -0.99 -0.36 -1.47
C -1.38 -0.11 -0.04
C -1.21 -1.34 0.91
C -2.89 0.16 0.22
H 0.24 3.03 0.55
H -1.49 -1.18 1.88
H 2.80 1.77 0.80
H -3.11 1.10 -0.13
H -2.97 0.04 1.35
H -0.14 -1.79 0.92
O 2.97 0.46 -1.32
S 2.62 -0.25 -0.13
C -0.31 2.19 -0.10
H -0.75 2.33 -1.02
N 3.96 -1.32 0.17
H -0.66 -1.34 -1.73
H -0.20 0.34 -1.94
H 4.40 -1.73 -0.69
O 2.86 0.88 1.14

***

[12]
25
Properties=species:S:1:pos:R:3 method="wB97M-V/def2-TZVPD" max_force_ha_per_bohr=0.0238 e_homo_ha=-0.3696 de_lowest_kj_mol=43.8 smiles="CC(C)(C)OCC(=O)O.N" lumo_energy_ev=0.48
H 3.11 1.83 -0.09
O -1.33 1.57 -3.30
H -2.05 0.39 -0.93
H -2.42 -1.10 0.59
H 1.84 -0.59 1.18
C -0.55 0.57 1.80
H 0.93 -1.75 2.20
C -0.30 -0.59 0.85
H -1.27 -2.39 0.13
O -0.08 -0.10 -0.49
H -1.51 1.07 1.60
H -0.58 0.20 2.84
N 2.42 1.70 -0.83
C 1.01 -1.30 1.20
H 1.71 1.06 -0.49
H 2.89 1.19 -1.61
H 1.22 -2.10 0.47
H 0.36 -0.66 -2.24
O 0.12 -0.11 -3.01
C -1.46 -1.58 0.84
H 0.26 1.31 1.72
C -1.02 0.76 -1.06
H -1.58 -2.02 1.84
C -0.75 0.83 -2.56
H -0.96 1.79 -0.67